Molecular formula: C48H64N10O5
Method: DFT, ωB97M-V/def2-TZVPD

The SMILES is CCC(=O)OCC[C@@H]1C[C@@H](COC(C)=O)C(=O)N1.c1cc[nH]c1.c1cc[nH]c1.c1cc[nH]c1.c1cc[nH]c1.c1cc[nH]c1.c1cc[nH]c1.c1cc[nH]c1.c1cc[nH]c1.c1cc[nH]c1. Its multiplicity is 1. As for the total charge: 0. As for the HOMO energy: -8.0 eV. As for the energy above the lowest of the compared OMol25 structures with the same formula, charge and spin: 0.0 kJ/mol. Its HOMO-LUMO gap is 8.01 eV. The calculation puts the total energy at -75950.6198 eV.

```
127
Properties=species:S:1:pos:R:3:lowdin_charge:R:1
C 0.03319 -2.28815 1.71770 -0.08
C -1.23159 -3.16737 1.70232 -0.13
C -1.39750 -4.09276 0.52180 -0.48
O -2.11610 -5.05568 0.54505 0.13
O -0.66576 -3.76864 -0.58279 -0.02
C -1.44704 -3.55957 -1.76643 -0.17
C -0.69781 -2.63466 -2.71997 -0.10
C -0.34035 -1.30718 -2.05693 -0.33
C -0.34654 -0.06685 -2.95282 -0.08
C 0.17551 0.98824 -1.95837 -0.16
C -0.97812 1.45518 -1.05926 -0.14
O -0.69535 2.73283 -0.46974 -0.02
C -1.41857 2.97935 0.66422 -0.50
C -2.86291 2.56920 0.62783 0.02
O -0.87307 3.46588 1.62211 0.11
C 1.12512 0.14627 -1.08495 -0.39
O 1.83607 0.56852 -0.20762 0.12
N 0.96487 -1.25022 -1.38065 0.12
H -0.20582 -1.25209 1.46382 0.06
H 0.45131 -2.26355 2.72665 0.08
H 0.79256 -2.65932 1.03439 0.06
H -2.12478 -2.54266 1.78378 0.10
H -1.24695 -3.81726 2.58186 0.12
H -2.40662 -3.10198 -1.49728 0.13
H -1.63963 -4.52302 -2.25018 0.13
H 0.19157 -3.14676 -3.09805 0.13
H -1.41002 -2.41846 -3.52269 0.11
H -1.12765 -1.13503 -1.30761 0.14
H 0.39794 -0.16459 -3.75154 0.13
H -1.32080 0.14528 -3.39711 0.13
H 0.67814 1.83238 -2.42839 0.15
H -1.09886 0.73282 -0.24495 0.12
H -1.90511 1.49089 -1.63938 0.13
H -3.43060 3.09175 1.39435 0.10
H -3.29098 2.70504 -0.36586 0.09
H -2.89622 1.49376 0.83435 0.08
H 1.67686 -1.48630 -2.07385 0.12
N -5.42285 -1.86002 1.24897 0.01
C -4.65647 -0.92941 0.60157 -0.15
C -5.49595 -0.14083 -0.13999 -0.11
C -6.81942 -0.61394 0.06925 -0.10
C -6.74161 -1.67548 0.92955 -0.13
H -5.05189 -2.58040 1.84019 0.12
H -3.58648 -0.90968 0.72329 0.09
H -5.19358 0.68010 -0.76911 0.09
H -7.72303 -0.22211 -0.36516 0.10
H -7.50835 -2.31267 1.33717 0.11
N -1.12813 6.51937 1.94791 0.02
C -1.41138 7.81460 1.61506 -0.14
C -0.99843 8.60829 2.65393 -0.11
C -0.44187 7.75318 3.64782 -0.11
C -0.54564 6.46877 3.17821 -0.16
H -1.30767 5.70564 1.38898 0.11
H -1.86887 8.06230 0.67279 0.10
H -1.07891 9.68143 2.69551 0.09
H -0.01700 8.04720 4.59335 0.09
H -0.25269 5.52271 3.60003 0.10
N 2.57933 5.48610 3.69076 0.01
C 2.25666 4.24504 3.22179 -0.14
C 3.05358 3.33515 3.86531 -0.11
C 3.89025 4.05955 4.75925 -0.11
C 3.57149 5.38651 4.62586 -0.14
H 2.14366 6.33790 3.37974 0.13
H 1.49159 4.11195 2.47463 0.09
H 3.02701 2.26925 3.70930 0.07
H 4.63698 3.65513 5.42190 0.09
H 3.96248 6.26037 5.11715 0.10
N 0.08234 5.03122 -2.47690 0.01
C -1.13326 5.65561 -2.52210 -0.15
C -1.11920 6.52945 -3.57679 -0.11
C 0.15755 6.42620 -4.19233 -0.11
C 0.87479 5.49421 -3.48995 -0.14
H 0.34586 4.33947 -1.79674 0.12
H -1.90263 5.42611 -1.80414 0.10
H -1.93128 7.17137 -3.87394 0.09
H 0.50833 6.97454 -5.05008 0.09
H 1.87690 5.12497 -3.62449 0.11
N 4.02058 -0.02810 2.28361 0.03
C 3.68808 -1.26029 1.80032 -0.15
C 4.48169 -2.18542 2.43001 -0.12
C 5.32647 -1.47837 3.32969 -0.11
C 5.01571 -0.14859 3.21617 -0.14
H 3.59955 0.83762 1.99187 0.13
H 2.91934 -1.37057 1.05505 0.08
H 4.45921 -3.25126 2.26724 0.09
H 6.07676 -1.89641 3.97959 0.09
H 5.41788 0.71855 3.71176 0.11
N 4.77499 -3.66500 -0.79638 0.03
C 3.90102 -2.89570 -1.50779 -0.15
C 3.67040 -3.52053 -2.70625 -0.12
C 4.43564 -4.71835 -2.71283 -0.11
C 5.10558 -4.77615 -1.51993 -0.13
H 5.12377 -3.44182 0.11988 0.11
H 3.52144 -1.97360 -1.10387 0.08
H 3.02667 -3.16045 -3.49372 0.08
H 4.49002 -5.44922 -3.50180 0.09
H 5.78813 -5.51001 -1.12818 0.11
N -2.79097 -3.50491 -5.96682 -0.01
C -2.28834 -3.37920 -7.23337 -0.14
C -3.15023 -2.59119 -7.94722 -0.11
C -4.21411 -2.22756 -7.07657 -0.11
C -3.96466 -2.80749 -5.86205 -0.15
H -2.36762 -4.03616 -5.22924 0.13
H -1.36640 -3.85695 -7.51621 0.11
H -3.03335 -2.30689 -8.97916 0.09
H -5.06544 -1.61350 -7.31688 0.09
H -4.51894 -2.78469 -4.93923 0.10
N -6.55099 -4.02101 3.86908 0.00
C -7.09640 -5.13201 3.28107 -0.14
C -7.54416 -5.95252 4.27950 -0.11
C -7.25687 -5.31270 5.51690 -0.11
C -6.64382 -4.12379 5.23138 -0.14
H -6.14399 -3.25069 3.37554 0.10
H -7.11836 -5.24242 2.21025 0.10
H -8.02379 -6.90646 4.14075 0.09
H -7.47624 -5.68491 6.50315 0.09
H -6.27046 -3.34640 5.87506 0.11
N 7.32298 -0.96870 0.35093 0.01
C 7.63693 -1.13307 -0.96959 -0.15
C 9.00245 -1.16687 -1.07419 -0.12
C 9.53039 -1.01915 0.23807 -0.12
C 8.46727 -0.90159 1.09415 -0.14
H 6.38880 -0.90902 0.72174 0.11
H 6.86631 -1.21451 -1.71758 0.10
H 9.56060 -1.28616 -1.98757 0.09
H 10.56977 -1.00310 0.51999 0.09
H 8.42614 -0.77714 2.16233 0.10
```

Molecular formula: C25H24NS
Method: DFT, ωB97M-V/def2-TZVPD

Its multiplicity is 1. As for the total charge: +1. As for the HOMO energy: -9.0 eV. As for the energy above the lowest of the compared OMol25 structures with the same formula, charge and spin: 49.7 kJ/mol. Its HOMO-LUMO gap is 3.35 eV. The calculation puts the total energy at -38630.0653 eV.

```
51
Properties=species:S:1:pos:R:3:lowdin_charge:R:1
C 0.74762 -4.66127 1.25478 -0.24
S 0.03651 -3.19385 0.38944 0.98
C -1.73542 -3.61097 0.62492 -0.25
C 0.20672 -1.95612 1.54173 -0.44
C 1.41954 -1.28038 1.77336 -0.33
C 1.52807 -0.40316 2.90208 -0.05
C 2.70906 0.26301 3.16625 -0.04
C 3.82462 0.10602 2.32492 -0.26
C 5.04029 0.82084 2.58506 -0.20
N 6.03278 1.40681 2.79527 0.14
C 3.73865 -0.75583 1.21718 -0.04
C 2.57003 -1.44155 0.94188 -0.07
H 1.83620 -4.54479 1.27774 0.06
H 0.33628 -4.72319 2.26955 0.07
H 0.47148 -5.53571 0.65473 0.05
H -2.31980 -2.78030 0.21610 0.04
H -1.91589 -4.52678 0.05006 0.06
H -1.93525 -3.75747 1.69210 0.07
H -0.67456 -1.78213 2.16403 0.06
H 0.65152 -0.30566 3.54205 0.11
H 2.78997 0.92320 4.03049 0.12
H 4.61170 -0.87445 0.57024 0.12
H 2.52550 -2.10507 0.07418 0.09
C -1.81639 0.78911 -0.07300 0.05
C -1.87835 1.64759 1.06924 -0.20
C -2.52769 1.21767 2.26011 -0.01
C -2.58922 2.03878 3.38119 -0.05
C -2.01254 3.31971 3.35511 -0.03
C -1.37682 3.76954 2.18819 -0.04
C -1.30716 2.95545 1.05961 0.01
C -1.37090 1.19872 -1.32739 -0.05
C -1.26910 0.33168 -2.41100 0.05
C -0.74541 0.70463 -3.68835 -0.20
C -0.82663 -0.19824 -4.78564 -0.01
C -0.31318 0.13796 -6.03250 -0.05
C 0.30157 1.38676 -6.23382 -0.03
C 0.38749 2.29553 -5.16802 -0.05
C -0.12458 1.97041 -3.91411 0.00
H -2.19573 -0.23115 0.03534 0.11
H -2.99126 0.22824 2.26480 0.12
H -3.09272 1.68624 4.28308 0.12
H -2.06032 3.96577 4.23504 0.12
H -0.93144 4.76549 2.15348 0.12
H -0.81448 3.31389 0.15673 0.11
H -1.13417 2.25417 -1.48381 0.10
H -1.63353 -0.69313 -2.29258 0.13
H -1.31102 -1.16338 -4.61713 0.12
H -0.38650 -0.57233 -6.85808 0.12
H 0.71178 1.65004 -7.21125 0.12
H 0.86056 3.26914 -5.31306 0.12
H -0.04791 2.68052 -3.09031 0.11
```

Molecular formula: C3H7N2
Method: DFT, ωB97M-V/def2-TZVPD

Its multiplicity is 1. As for the total charge: +1. As for the HOMO energy: -14.4 eV. As for the energy above the lowest of the compared OMol25 structures with the same formula, charge and spin: 311.1 kJ/mol. Its HOMO-LUMO gap is 9.29 eV. The calculation puts the total energy at -6194.2866 eV.

```
12
Properties=species:S:1:pos:R:3:lowdin_charge:R:1
C 1.21734 0.56075 1.66705 -0.05
C -0.10546 -0.35246 -0.67124 -0.11
C -1.40587 0.00893 -0.12875 -0.04
N 1.35567 0.17685 0.50525 0.11
N 0.47326 -0.75138 -1.73436 0.23
H 2.06448 0.85831 2.17336 0.07
H 0.28881 0.71936 2.16400 0.08
H -1.62901 -0.62569 0.83525 0.16
H -1.41179 0.91753 0.44297 0.07
H -2.31038 0.25213 -0.80931 0.14
H -0.00122 -0.76044 -2.65212 0.18
H 1.46418 -1.00388 -1.79209 0.16
```

Question: What is the formula in the third record?
Answer: C3H7N2

Question: The lowest energy above the lowest of the compared OMol25 structures with the same formula, charge and spin belongs to which entry?
Answer: C48H64N10O5